Formula: C86H208ClN11O14
Source: the Open Molecules 2025 dataset
Level of theory: ωB97M-V with the def2-TZVPD basis set

Summary:
E_tot   -150003.9313 eV
Highest occupied orbital energy   -0.924 hartree
Frontier orbital gap   7.6074 eV
LUMO   -17.5236 eV
Net charge   +10
Molecular weight   1656.126 g/mol

The geometry in XYZ format:
```
320
C86H208ClN11O14 ωB97M-V with the def2-TZVPD basis set
C 1.30 4.64 3.75
C -0.05 5.28 3.77
C -0.25 6.41 2.83
C -1.65 7.06 2.96
N -1.93 8.17 1.93
C -1.61 7.68 0.47
C -2.83 8.11 -0.33
C -4.00 7.91 0.66
C -3.47 8.42 1.99
C -1.12 9.38 2.26
C -1.18 10.47 1.20
C -0.47 11.71 1.77
H 1.32 3.80 4.46
H 2.09 5.34 4.06
H 1.56 4.23 2.77
H -0.24 5.65 4.78
H -0.78 4.48 3.53
H -0.10 6.04 1.80
H 0.55 7.12 3.02
H -1.81 7.45 3.97
H -2.35 6.26 2.69
H -0.65 8.06 0.19
H -1.58 6.59 0.55
H -2.73 9.10 -0.75
H -3.00 7.39 -1.13
H -4.97 8.36 0.39
H -4.19 6.83 0.75
H -3.60 9.49 2.10
H -3.86 7.99 2.90
H -0.09 9.02 2.38
H -1.53 9.70 3.21
H -2.19 10.71 0.86
H -0.56 10.16 0.36
H -1.03 12.19 2.58
H -0.31 12.42 0.95
H 0.51 11.47 2.19
C -2.53 1.63 7.03
C -2.25 3.03 6.39
C -3.27 3.42 5.34
C -4.67 3.60 5.94
N -5.67 4.00 4.77
C -5.17 5.21 4.00
C -6.44 5.88 3.60
C -7.37 5.67 4.74
C -6.96 4.36 5.37
C -5.77 2.86 3.78
C -6.07 1.59 4.53
C -6.79 0.63 3.61
H -3.47 1.62 7.60
H -1.74 1.37 7.74
H -2.57 0.89 6.22
H -1.26 3.01 5.93
H -2.18 3.75 7.20
H -3.36 2.69 4.54
H -2.97 4.34 4.84
H -4.75 4.46 6.60
H -5.07 2.72 6.43
H -4.61 4.89 3.13
H -4.52 5.79 4.68
H -6.86 5.47 2.68
H -6.35 6.95 3.47
H -8.42 5.67 4.47
H -7.26 6.35 5.57
H -7.58 3.49 5.23
H -6.90 4.58 6.42
H -4.87 2.87 3.15
H -6.61 3.09 3.12
H -6.74 1.76 5.38
H -5.15 1.14 4.90
H -6.24 0.46 2.67
H -7.68 1.16 3.33
H -7.01 -0.32 4.12
C 0.19 0.61 3.07
C -0.17 1.44 1.91
C -0.31 0.52 0.72
C -0.48 1.45 -0.46
N -1.01 0.88 -1.79
C -2.46 0.50 -1.55
C -3.08 0.53 -2.93
C -2.14 1.42 -3.82
C -1.08 1.93 -2.87
C -0.28 -0.35 -2.26
C 1.23 -0.10 -2.38
C 1.86 -1.31 -3.01
H -0.50 -0.22 3.25
H 0.21 1.18 4.01
H 1.20 0.21 2.97
H 0.54 2.20 1.59
H -1.13 1.95 2.05
H -1.19 -0.13 0.87
H 0.61 -0.06 0.58
H 0.39 1.97 -0.83
H -1.19 2.18 -0.08
H -2.46 -0.39 -0.94
H -2.84 1.30 -0.92
H -3.26 -0.44 -3.41
H -4.03 1.06 -2.85
H -1.70 0.95 -4.69
H -2.70 2.28 -4.17
H -0.09 2.16 -3.23
H -1.41 2.80 -2.30
H -0.71 -0.69 -3.21
H -0.45 -1.12 -1.50
H 1.63 0.12 -1.37
H 1.34 0.83 -2.93
H 2.94 -1.21 -3.10
H 1.48 -1.46 -4.02
H 1.66 -2.23 -2.45
C -0.91 -1.78 6.69
C -2.09 -2.56 6.18
C -1.89 -2.93 4.70
C -3.22 -3.42 4.15
N -3.16 -3.85 2.67
C -2.70 -2.73 1.82
C -3.95 -1.90 1.54
C -5.14 -2.75 1.87
C -4.64 -4.14 2.26
C -2.35 -5.14 2.56
C -2.85 -6.36 3.32
C -1.93 -7.46 2.88
H 0.00 -2.36 6.53
H -0.99 -1.57 7.76
H -0.87 -0.84 6.14
H -3.00 -1.95 6.22
H -2.30 -3.46 6.78
H -1.09 -3.68 4.69
H -1.56 -2.01 4.21
H -3.94 -2.62 4.15
H -3.53 -4.28 4.75
H -2.37 -3.20 0.89
H -1.85 -2.20 2.23
H -3.93 -1.52 0.53
H -3.93 -1.04 2.20
H -5.89 -2.90 1.11
H -5.72 -2.38 2.70
H -4.53 -4.77 1.38
H -5.20 -4.68 3.03
H -1.34 -4.85 2.83
H -2.35 -5.33 1.48
H -3.88 -6.41 2.98
H -2.85 -6.31 4.40
H -1.78 -7.43 1.79
H -2.36 -8.43 3.12
H -0.94 -7.42 3.35
C 6.03 -3.58 -3.61
O 6.39 -4.46 -2.50
C 7.48 -5.36 -2.79
C 7.85 -6.09 -1.54
N 8.27 -5.11 -0.45
H 8.42 -4.18 -0.80
H 7.46 -5.01 0.16
C 9.55 -5.51 0.39
C 9.08 -6.41 1.58
O 8.19 -7.32 0.93
C 7.90 -8.30 1.93
H 6.89 -2.96 -3.89
H 5.21 -2.94 -3.27
H 5.75 -4.15 -4.49
H 8.31 -4.80 -3.25
H 7.16 -6.11 -3.53
H 8.66 -6.80 -1.65
H 6.99 -6.64 -1.15
H 10.11 -4.62 0.66
H 10.18 -5.99 -0.37
H 8.55 -5.81 2.37
H 9.96 -6.89 2.06
H 8.81 -8.80 2.23
H 7.34 -9.06 1.40
H 7.40 -7.79 2.78
C 2.11 -5.00 3.89
O 2.82 -3.80 4.13
C 2.33 -2.76 3.34
C 3.11 -2.52 2.08
N 4.51 -2.11 2.50
H 4.54 -1.36 3.18
H 4.69 -2.97 3.02
C 5.53 -1.79 1.40
C 4.80 -1.15 0.14
O 3.94 -0.09 0.40
C 4.56 1.15 0.77
H 2.55 -5.75 4.54
H 2.24 -5.30 2.84
H 1.06 -4.89 4.16
H 2.36 -1.84 3.96
H 1.28 -2.94 3.07
H 2.79 -1.71 1.45
H 3.11 -3.43 1.50
H 6.04 -2.72 1.16
H 6.27 -1.11 1.81
H 4.22 -1.91 -0.35
H 5.55 -0.88 -0.59
H 5.32 1.41 0.01
H 5.12 1.01 1.70
H 3.81 1.93 0.86
C 5.28 -0.14 -4.91
O 6.06 0.34 -3.84
C 6.51 1.66 -4.15
C 7.84 1.93 -3.47
N 7.66 1.74 -1.95
H 7.14 2.48 -1.47
H 7.32 0.78 -1.84
C 9.03 1.76 -1.23
C 8.76 1.81 0.27
O 7.93 2.90 0.60
C 8.76 4.09 0.73
H 4.39 0.51 -5.00
H 4.97 -1.16 -4.69
H 5.84 -0.08 -5.84
H 5.72 2.39 -3.84
H 6.71 1.84 -5.21
H 8.24 2.90 -3.72
H 8.60 1.18 -3.72
H 9.55 2.62 -1.63
H 9.59 0.88 -1.50
H 9.73 1.81 0.79
H 8.13 0.99 0.64
H 9.66 3.85 1.31
H 8.23 4.88 1.24
H 9.09 4.42 -0.26
C -6.22 2.41 -4.68
O -5.39 3.01 -3.71
C -5.52 4.40 -3.85
C -4.76 5.05 -2.71
N -5.27 4.44 -1.39
H -5.50 3.46 -1.60
H -4.49 4.34 -0.63
C -6.46 5.22 -0.90
C -7.13 4.31 0.13
O -7.18 3.03 -0.57
C -7.87 2.07 0.20
H -7.22 2.84 -4.63
H -6.27 1.34 -4.48
H -5.79 2.59 -5.67
H -6.58 4.67 -3.75
H -5.17 4.76 -4.83
H -5.05 6.07 -2.56
H -3.68 4.94 -2.84
H -7.08 5.50 -1.76
H -6.05 6.12 -0.42
H -8.13 4.61 0.45
H -6.42 4.19 0.97
H -7.85 1.18 -0.42
H -8.91 2.36 0.34
H -7.40 1.86 1.17
C 2.86 -9.92 0.75
O 2.72 -8.63 0.11
C 3.74 -7.75 0.44
C 3.46 -6.47 -0.32
N 3.30 -6.84 -1.75
H 4.12 -7.33 -2.07
H 2.58 -7.54 -1.82
C 3.06 -5.58 -2.52
C 2.56 -5.93 -3.94
O 1.35 -6.57 -3.68
C 0.82 -7.30 -4.83
H 3.82 -10.35 0.48
H 2.07 -10.53 0.35
H 2.78 -9.76 1.82
H 4.72 -8.19 0.12
H 3.87 -7.55 1.51
H 4.23 -5.69 -0.24
H 2.50 -6.08 0.03
H 3.96 -4.97 -2.44
H 2.21 -5.15 -1.99
H 3.24 -6.58 -4.52
H 2.49 -4.98 -4.50
H -0.07 -7.81 -4.51
H 1.58 -8.02 -5.17
H 0.67 -6.59 -5.64
C -1.98 -2.23 -5.92
O -2.22 -3.07 -4.72
C -1.09 -3.85 -4.41
C -1.40 -4.57 -3.09
N -2.54 -5.51 -3.41
H -3.24 -5.06 -3.99
H -2.22 -6.32 -3.93
C -3.26 -6.04 -2.14
C -2.23 -6.56 -1.08
O -1.35 -7.47 -1.76
C -0.51 -8.15 -0.80
H -1.55 -2.80 -6.74
H -1.26 -1.43 -5.66
H -2.95 -1.84 -6.22
H -0.15 -3.30 -4.36
H -0.99 -4.63 -5.22
H -1.89 -3.97 -2.34
H -0.59 -5.17 -2.65
H -3.95 -6.80 -2.49
H -3.79 -5.17 -1.75
H -2.78 -7.13 -0.34
H -1.78 -5.66 -0.60
H -1.13 -8.73 -0.12
H 0.08 -7.41 -0.23
H 0.11 -8.81 -1.40
C 3.12 2.80 -2.80
O 2.00 3.08 -3.65
C 2.50 3.33 -4.99
C 1.52 4.15 -5.88
N 0.23 3.32 -6.18
H 0.54 2.44 -6.55
H -0.34 3.12 -5.37
C -0.63 3.99 -7.20
C -1.51 2.98 -7.87
O -2.14 2.30 -6.78
C -3.00 1.31 -7.36
H 3.61 1.82 -3.02
H 2.74 2.80 -1.78
H 3.85 3.61 -2.86
H 2.56 2.34 -5.48
H 3.49 3.76 -4.89
H 1.98 4.33 -6.86
H 1.22 5.08 -5.41
H -0.07 4.61 -7.89
H -1.18 4.70 -6.58
H -0.98 2.23 -8.46
H -2.24 3.47 -8.53
H -3.72 1.80 -8.01
H -3.51 0.84 -6.52
H -2.44 0.57 -7.93
Cl -3.22 3.75 0.98
```



Formula: C3H9NO
Source: the Open Molecules 2025 dataset
Level of theory: ωB97M-V with the def2-TZVPD basis set

Summary:
E_tot   -6793.2176 eV
Highest occupied orbital energy   -0.354 hartree
Frontier orbital gap   10.5672 eV
LUMO   0.9458 eV
Net charge   0
Molecular weight   75.111 g/mol
SMILES string   C=C.NCO

The geometry in XYZ format:
```
14
C3H9NO ωB97M-V with the def2-TZVPD basis set
C 2.24 -0.80 0.09
C 1.98 0.48 -0.11
H 2.00 -1.31 1.02
H 2.77 -1.43 -0.62
H 1.65 1.16 0.66
H 2.29 0.96 -1.03
N -1.44 -0.26 -1.10
C -2.05 0.05 0.17
O -1.09 0.42 1.17
H -0.91 -1.12 -1.03
H -0.80 0.50 -1.30
H -2.57 -0.81 0.59
H -2.80 0.84 0.04
H -1.27 1.32 1.47
```



Formula: C4H7NO3
Source: the Open Molecules 2025 dataset
Level of theory: ωB97M-V with the def2-TZVPD basis set

Summary:
E_tot   -11880.7541 eV
Highest occupied orbital energy   -0.362 hartree
Frontier orbital gap   9.1134 eV
LUMO   -0.7280 eV
Net charge   0
Molecular weight   117.104 g/mol

The geometry in XYZ format:
```
15
C4H7NO3 ωB97M-V with the def2-TZVPD basis set
C 2.82 -0.83 -0.04
C 0.65 0.22 0.04
C -0.83 0.10 -0.03
C -1.72 1.31 0.14
H 3.27 0.85 -0.01
H 3.16 -1.37 -1.56
H 3.19 -1.87 0.96
H -2.89 1.02 -0.25
H -1.00 2.14 -0.75
H -1.61 2.16 1.51
H -3.12 -1.97 0.11
N -1.53 -1.06 -0.13
O 1.42 -1.00 0.30
O 1.14 1.39 -0.20
O -2.94 -1.08 -0.09
```